(1)
Entry from the Open Molecules 2025 dataset: C28H32F3N8OSeV as an isolated structure (the ωB97M-V functional and the def2-TZVPD basis).

Calculated values
- E_HOMO (spin up / spin down): -9.993 / -8.486 eV
- Gap between HOMO and LUMO (spin up / spin down): 7.2 / 5.4 eV

```
! RIJCOSX wB97M-V def2-TZVPD def2/J DEFGRID3
* xyz 1 2
V 0.706 -0.560 0.669
C 1.565 -2.150 2.933
C 1.167 -3.189 1.885
N 1.267 -2.617 0.539
C 2.620 -2.635 -0.028
C 3.339 -1.333 0.213
C 4.686 -1.162 -0.062
C 5.253 0.095 0.114
C 4.444 1.139 0.543
C 3.102 0.895 0.783
C 2.125 1.975 1.175
N 0.775 1.427 1.330
C 0.344 1.383 2.723
C 1.065 0.236 3.436
N 0.735 -0.978 2.703
N 2.570 -0.322 0.626
H 2.617 -1.870 2.814
H 1.437 -2.572 3.940
H 0.121 -3.477 2.045
H 1.785 -4.093 1.989
H 0.666 -3.173 -0.066
H 2.550 -2.764 -1.115
H 3.213 -3.478 0.356
H 5.274 -1.987 -0.426
H 6.298 0.260 -0.099
H 4.841 2.135 0.669
H 2.112 2.745 0.394
H 2.457 2.472 2.096
H 0.126 2.035 0.788
H -0.736 1.197 2.737
H 0.538 2.339 3.227
H 0.763 0.195 4.492
H 2.151 0.388 3.405
H -0.228 -1.228 2.945
Se -1.828 -0.793 0.694
C -3.055 -1.932 1.642
C -2.732 -2.626 2.800
C -3.724 -3.373 3.418
N -4.961 -3.458 2.971
C -5.266 -2.804 1.863
C -4.357 -2.033 1.159
H -1.739 -2.594 3.231
H -3.510 -3.931 4.321
H -6.291 -2.900 1.528
H -4.647 -1.519 0.254
N -3.975 0.917 -2.087
C -3.619 2.093 -2.647
O -4.052 2.487 -3.705
C -2.619 2.883 -1.857
C -2.667 4.273 -1.898
C -1.727 4.998 -1.184
C -0.767 4.305 -0.465
N -0.704 2.978 -0.432
C -1.610 2.288 -1.113
H -4.712 0.386 -2.522
H -3.680 0.654 -1.161
H -3.441 4.750 -2.480
H -1.742 6.075 -1.181
H 0.002 4.824 0.097
H -1.506 1.211 -1.064
F -0.902 0.758 -5.852
C 0.351 0.439 -5.513
F 1.146 1.425 -5.939
F 0.678 -0.657 -6.218
C 0.483 0.195 -4.034
C -0.212 -0.849 -3.430
C -0.077 -1.041 -2.071
N 0.679 -0.267 -1.278
C 1.358 0.719 -1.879
C 1.298 0.986 -3.231
H -0.850 -1.494 -4.011
H -0.630 -1.835 -1.583
H 1.995 1.332 -1.259
H 1.867 1.799 -3.652
*
```


(2)
Entry from the Open Molecules 2025 dataset: C28H32F5N4NaOS5Si as an isolated structure (the ωB97M-V functional and the def2-TZVPD basis).

Calculated values
- E_HOMO: -1.676 eV
- Gap between HOMO and LUMO: 5.4 eV
- ΔE to the lowest compared entry with this formula, charge and spin: 0.6460 eV

```
! RIJCOSX wB97M-V def2-TZVPD def2/J DEFGRID3
* xyz -2 1
Na -0.227 0.631 -0.707
O -1.635 0.926 -2.243
N -2.137 1.846 -3.010
C -3.392 1.642 -3.483
C -4.020 2.517 -4.327
C -3.331 3.678 -4.688
C -2.082 3.904 -4.169
C -1.427 3.010 -3.281
S 0.095 3.297 -2.573
H -3.839 0.734 -3.112
H -5.023 2.298 -4.666
H -3.782 4.404 -5.355
H -1.532 4.804 -4.405
C -4.059 -2.111 -0.278
C -3.173 -2.628 0.856
S -1.449 -2.091 0.774
C -0.583 -3.656 0.528
C -0.807 -4.370 -0.801
S -0.206 -3.415 -2.219
C -1.660 -3.301 -3.280
C -2.763 -2.344 -2.836
S -4.046 -3.109 -1.796
H -3.815 -1.076 -0.525
H -5.103 -2.121 0.045
H -3.207 -3.719 0.893
H -3.568 -2.255 1.804
H -0.820 -4.345 1.345
H 0.464 -3.364 0.647
H -1.868 -4.569 -0.964
H -0.287 -5.332 -0.785
H -2.054 -4.301 -3.477
H -1.249 -2.934 -4.225
H -3.261 -1.959 -3.727
H -2.347 -1.484 -2.313
C 3.469 -2.298 3.739
Si 4.054 -0.551 3.522
C 4.083 0.163 5.264
C 5.829 -0.612 2.932
C 3.105 0.640 2.454
C 3.197 1.987 2.772
C 2.506 2.951 2.046
C 1.700 2.489 1.023
N 1.607 1.207 0.664
C 2.326 0.260 1.325
S 2.294 -1.387 0.758
H 4.050 -2.748 4.552
H 3.598 -2.863 2.815
H 2.404 -2.333 3.991
H 4.661 -0.489 5.929
H 3.066 0.247 5.661
H 4.534 1.158 5.296
H 6.441 -1.244 3.586
H 6.261 0.394 2.914
H 5.873 -1.015 1.915
H 3.803 2.304 3.615
H 2.549 4.004 2.291
H 1.084 3.177 0.448
N 3.723 -0.836 -3.374
C 4.070 0.403 -2.870
C 2.920 0.914 -2.356
N 1.880 0.023 -2.520
C 2.394 -1.008 -3.129
H 4.343 -1.515 -3.774
H 5.078 0.780 -2.911
H 2.765 1.859 -1.860
H 1.875 -1.923 -3.371
F -3.937 1.442 -0.426
C -3.353 1.810 0.776
C -2.192 1.243 1.204
C -1.767 1.699 2.419
F -0.625 1.210 3.004
C -2.412 2.670 3.166
F -1.945 3.101 4.365
C -3.581 3.219 2.673
F -4.245 4.166 3.380
C -4.067 2.781 1.456
F -5.222 3.315 0.984
*
```


(3)
Entry from the Open Molecules 2025 dataset: C28H32F6N10O5S2Ti as an isolated structure (the ωB97M-V functional and the def2-TZVPD basis).

Calculated values
- E_HOMO (spin up / spin down): -5.689 / -7.245 eV
- Gap between HOMO and LUMO (spin up / spin down): 5.5 / 7.2 eV
- ΔE to the lowest compared entry with this formula, charge and spin: 0.4182 eV

```
! RIJCOSX wB97M-V def2-TZVPD def2/J DEFGRID3
* xyz 0 3
Ti 0.320 -0.154 0.180
C -2.518 -3.486 1.309
C -1.390 -2.745 0.911
N -1.280 -1.458 1.121
C -2.285 -0.782 1.740
C -3.463 -1.436 2.144
C -3.550 -2.828 1.908
C -4.502 -0.694 2.759
C -4.331 0.643 2.944
C -3.138 1.304 2.578
C -2.072 0.623 2.011
N -0.817 1.075 1.658
C -0.216 2.227 2.102
C -0.717 3.316 2.804
C 0.116 4.371 3.233
C 1.457 4.391 2.999
C 2.033 3.309 2.287
C 3.419 3.220 2.013
C 3.917 2.145 1.335
C 3.021 1.146 0.910
N 1.726 1.206 1.143
C 1.209 2.266 1.829
H -2.555 -4.551 1.123
H -0.557 -3.218 0.402
H -4.445 -3.356 2.217
H -5.413 -1.196 3.057
H -5.124 1.230 3.390
H -3.103 2.365 2.742
H -1.758 3.397 3.053
H -0.344 5.190 3.773
H 2.083 5.205 3.340
H 4.070 4.017 2.349
H 4.969 2.051 1.103
H 3.370 0.288 0.343
N 1.172 1.250 -1.618
C 0.111 1.832 -2.455
C -1.097 2.090 -1.576
N -1.670 0.822 -1.097
C -2.635 0.243 -2.063
C -2.194 -1.036 -2.753
N -2.380 -2.191 -1.879
H 1.632 2.015 -1.131
H 1.906 0.874 -2.212
H -0.129 1.118 -3.243
H 0.434 2.758 -2.939
H -1.839 2.690 -2.116
H -0.781 2.667 -0.701
H -2.184 1.028 -0.251
H -2.868 0.994 -2.827
H -3.567 0.039 -1.527
H -1.139 -0.964 -3.013
H -2.747 -1.121 -3.698
H -1.790 -2.959 -2.171
H -3.340 -2.514 -1.908
F 2.066 -3.669 -4.236
C 1.564 -3.588 -3.010
F 2.248 -4.380 -2.208
F 0.287 -4.004 -3.046
S 1.594 -1.816 -2.462
O 0.619 -1.762 -1.386
O 1.282 -1.082 -3.658
N 2.998 -1.550 -1.853
S 4.223 -0.954 -2.666
O 4.496 -1.564 -3.929
O 4.252 0.481 -2.550
C 5.548 -1.549 -1.534
F 5.362 -1.092 -0.287
F 6.724 -1.095 -1.968
F 5.586 -2.875 -1.497
C 2.868 -2.048 4.931
N 2.596 -2.134 3.518
C 3.169 -3.081 2.589
C 2.402 -2.744 1.305
O 2.482 -3.394 0.295
N 1.594 -1.642 1.540
C 1.703 -1.382 2.847
N 0.966 -0.463 3.466
H 3.600 -2.808 5.190
H 1.968 -2.229 5.525
H 3.285 -1.074 5.202
H 2.988 -4.116 2.881
H 4.241 -2.931 2.436
H 0.348 0.110 2.887
H 1.148 -0.204 4.418
*
```


Results for F_max: 3.500, 0.683, 0.804 (in eV/A, following the order of the records).